No. 1
{
  "formula": "CH4IN2",
  "method": "wB97M-V/def2-TZVPD",
  "smiles": "[NH2+]=CNI",
  "e_above_lowest_ev": 0.784,
  "homo_lumo_gap_ev": 9.36,
  "total_charge": 1,
  "e_homo_ha": -0.5331,
  "lumo_energy_ha": -0.189,
  "species": ["N", "C", "N", "I", "H", "H", "H", "H"],
  "coordinates": [[0.4588, 0.7503, 0.8005], [0.4711, -0.0336, -0.2537], [-0.6269, -0.6274, -0.7570], [-2.4677, -0.5705, 0.0562], [1.3342, 0.8824, 1.1437], [-0.3183, 0.7680, 1.3917], [1.5309, -0.0111, -0.7731], [-0.3820, -1.1582, -1.6083]],
  "mulliken_charge": [-0.270, 0.357, -0.444, 0.353, 0.261, 0.157, 0.271, 0.315]
}

No. 2
{
  "formula": "C6H23NO6",
  "method": "wB97M-V/def2-TZVPD",
  "smiles": "C=CNC/C=C/C.O.O.O.O.O.O",
  "e_above_lowest_ev": 5.015,
  "homo_lumo_gap_ev": 8.46,
  "e_homo_ha": -0.3011,
  "lumo_energy_ha": 0.010,
  "species": ["C", "C", "N", "C", "C", "C", "C", "H", "H", "H", "H", "H", "H", "H", "H", "H", "H", "H", "O", "H", "H", "O", "H", "H", "O", "H", "H", "O", "H", "H", "O", "H", "H", "O", "H", "H"],
  "coordinates": [[0.3467, 2.1368, 2.2584], [0.9972, 2.0806, 1.0441], [0.4247, 2.2695, -0.1656], [1.0726, 1.8012, -1.4411], [0.2836, 0.8729, -2.2815], [-0.0555, -0.3520, -1.9369], [-0.8989, -1.2495, -2.7519], [-0.5278, 2.4010, 2.5839], [0.9750, 1.8361, 3.0726], [2.0456, 1.9560, 1.0723], [-0.4980, 1.9959, -0.2537], [1.2526, 2.7293, -1.9459], [2.0993, 1.4730, -1.4228], [-0.0186, 1.2869, -3.2229], [0.0882, -0.8953, -0.9515], [-0.9706, -0.7145, -3.7637], [-0.2332, -2.1669, -2.8921], [-1.9708, -1.4445, -2.4268], [0.6457, -3.8404, 0.4983], [0.7402, -3.2545, 1.2155], [-0.0449, -3.4312, -0.0460], [2.6720, -0.7243, -0.8392], [1.7945, -0.2809, -0.6266], [3.0960, -0.7721, -0.0092], [-2.2737, -2.2515, 0.1509], [-1.7390, -2.2976, 0.8770], [-2.8280, -2.9477, 0.0677], [2.0435, -0.6742, 2.0407], [1.1675, -0.7322, 1.5091], [1.8725, 0.1176, 2.6169], [-2.6999, 1.4311, 1.2215], [-1.8611, 1.7732, 1.4243], [-3.2097, 2.0479, 0.8600], [-0.8606, -0.1358, 1.3250], [-1.7811, -0.2958, 0.9240], [-1.1459, 0.2515, 2.2151]],
  "mulliken_charge": [-1.711, 0.171, -0.187, -1.325, -0.251, 0.730, -1.444, 0.910, 0.303, 0.471, 0.300, 0.441, 0.655, 0.313, 0.138, 0.368, 0.295, 0.211, -0.624, 0.320, 0.312, -0.580, 0.098, 0.325, -0.567, 0.234, 0.253, -0.689, 0.230, 0.314, -0.620, 0.098, 0.265, -0.593, 0.499, 0.340]
}

No. 3
{
  "formula": "C4H9NO2PS",
  "method": "wB97M-V/def2-TZVPD",
  "spin_multiplicity": 3,
  "homo_lumo_gap_ev": [3.93, 6.38],
  "total_charge": -1,
  "e_homo_ha": [-0.0179, -0.1736],
  "lumo_energy_ha": [0.127, 0.061],
  "species": ["C", "C", "C", "C", "N", "O", "O", "P", "S", "H", "H", "H", "H", "H", "H", "H", "H", "H"],
  "coordinates": [[-2.4535, 0.2539, 0.1685], [0.2755, 1.0687, -1.1015], [-1.0677, -0.1881, 0.6508], [0.0513, 0.7956, 0.3841], [-0.8241, -1.7781, 0.0088], [-2.6637, 1.4652, 0.0304], [-0.2677, 1.9828, 1.0795], [0.5168, -2.6078, 0.4890], [-3.5950, -0.9638, -0.0392], [-0.6675, 1.3347, -1.5754], [0.6869, 0.1865, -1.5888], [0.9691, 1.9034, -1.2051], [-1.1319, -0.3764, 1.7271], [0.9853, 0.4288, 0.8387], [-1.7529, -2.1989, 0.0602], [-1.1896, 2.1841, 0.8019], [1.4872, -1.6945, 0.0342], [0.7414, -2.1727, 1.8238]],
  "mulliken_charge": [0.417, -1.255, -0.141, 0.092, -0.453, -0.783, -0.615, -0.109, -0.340, 0.278, 0.308, 0.347, 0.196, 0.455, 0.213, 0.407, -0.009, -0.006]
}

No. 4
{
  "formula": "C4H6O3Pb",
  "method": "wB97M-V/def2-TZVPD",
  "spin_multiplicity": 2,
  "e_above_lowest_ev": 1.109,
  "homo_lumo_gap_ev": [9.56, 8.49],
  "total_charge": 3,
  "e_homo_ha": [-0.8893, -0.8991],
  "lumo_energy_ha": [-0.538, -0.587],
  "species": ["H", "O", "C", "O", "Pb", "O", "C", "H", "H", "H", "C", "C", "H", "H"],
  "coordinates": [[-3.0668, -0.2096, -1.1794], [-1.5257, -0.7589, 0.2554], [-0.1516, -0.6179, 0.0857], [0.3757, 0.4656, 0.2056], [1.6701, 2.0645, 0.1723], [0.3293, -1.7514, -0.1704], [1.7612, -1.9870, -0.0585], [2.2660, -1.4388, -0.8608], [2.0933, -1.6559, 0.9309], [1.8738, -3.0650, -0.1780], [-2.3373, 0.0879, -0.2700], [-3.4945, 0.4938, 0.4142], [-3.5385, 0.3184, 1.4918], [-4.0261, 1.3562, 0.0063]],
  "mulliken_charge": [0.375, -0.113, 1.033, -0.549, 1.556, -0.177, -0.680, 0.349, 0.377, 0.262, 0.262, -0.413, 0.327, 0.392]
}

No. 5
{
  "formula": "C24H30N3",
  "method": "wB97M-V/def2-TZVPD",
  "e_above_lowest_ev": 1.501,
  "homo_lumo_gap_ev": 6.92,
  "total_charge": 1,
  "e_homo_ha": -0.3830,
  "lumo_energy_ha": -0.129,
  "species": ["C", "N", "C", "C", "C", "N", "C", "C", "C", "H", "H", "H", "H", "H", "H", "H", "H", "H", "H", "H", "H", "H", "H", "C", "C", "N", "C", "C", "C", "C", "C", "C", "C", "C", "C", "C", "C", "C", "C", "C", "C", "H", "H", "H", "H", "H", "H", "H", "H", "H", "H", "H", "H", "H", "H", "H", "H"],
  "coordinates": [[2.3838, 0.7998, 2.3050], [1.1359, 0.1115, 2.4286], [1.2674, -1.3285, 2.3258], [0.0746, -2.0570, 2.8802], [-1.1863, -1.4099, 2.3675], [-1.1459, 0.0289, 2.5303], [-2.4287, 0.6596, 2.5084], [-0.0435, 0.7607, 2.2449], [-0.1827, 2.1735, 1.8886], [2.4100, 1.7036, 2.9250], [3.1722, 0.1242, 2.6418], [2.5988, 1.0774, 1.2652], [1.3954, -1.5900, 1.2600], [2.1645, -1.6333, 2.8778], [0.1027, -3.0949, 2.5492], [0.0959, -2.0645, 3.9726], [-1.3080, -1.6497, 1.2933], [-2.0469, -1.7907, 2.9258], [-2.4806, 1.4859, 3.2247], [-2.6771, 1.0441, 1.5146], [-3.1658, -0.0930, 2.7886], [-0.9508, 2.6971, 2.6015], [0.7666, 2.7331, 1.9891], [-3.3787, 5.1143, 0.6838], [-1.9507, 5.3988, 0.9352], [-1.5377, 6.5599, 1.5214], [-0.1336, 6.6353, 1.5419], [0.3550, 5.4539, 0.9229], [1.7197, 5.1941, 0.9005], [2.5739, 6.0643, 1.5698], [2.0732, 7.1865, 2.2444], [0.7079, 7.4894, 2.2496], [-0.8049, 4.6427, 0.5822], [-0.7320, 3.2709, 0.2114], [0.2496, 2.8025, -0.7556], [1.0560, 3.6327, -1.5927], [2.1206, 3.0368, -2.2745], [2.3426, 1.6625, -2.2025], [3.5984, 1.1185, -2.7882], [1.4118, 0.8316, -1.5629], [0.3460, 1.4027, -0.8957], [-3.4500, 4.2577, -0.0006], [-3.8979, 4.8683, 1.6211], [-3.8919, 5.9798, 0.2348], [-2.1788, 7.2411, 1.9135], [2.0677, 4.3014, 0.3829], [3.6294, 5.8370, 1.5840], [2.7679, 7.8447, 2.7544], [0.2731, 8.3512, 2.7725], [-1.6688, 2.6914, 0.2261], [0.8307, 4.7028, -1.7139], [2.7940, 3.6624, -2.8655], [3.6091, 0.0298, -2.6983], [3.6872, 1.3593, -3.8541], [4.4811, 1.5311, -2.2780], [1.5513, -0.2484, -1.6001], [-0.4511, 0.7828, -0.4713]],
  "mulliken_charge": [-1.002, 0.154, -0.480, -0.786, -0.561, 0.091, -0.916, 0.705, -1.364, 0.397, 0.322, 0.285, 0.248, 0.413, 0.356, 0.334, 0.259, 0.416, 0.372, 0.281, 0.320, 0.311, 0.320, -1.502, 0.041, 0.089, -0.871, 1.170, -0.051, -1.006, -0.635, -0.750, 0.801, -0.033, 0.352, -0.628, -0.563, 1.101, -1.610, -0.933, -0.609, 0.333, 0.303, 0.423, 0.250, 0.306, 0.430, 0.386, 0.382, 0.377, 0.524, 0.449, 0.362, 0.379, 0.319, 0.349, 0.591]
}

No. 6
{
  "formula": "C23H35BIrN12STe",
  "method": "wB97M-V/def2-TZVPD",
  "spin_multiplicity": 5,
  "e_above_lowest_ev": 0.122,
  "homo_lumo_gap_ev": [8.46, 6.65],
  "total_charge": 1,
  "e_homo_ha": [-0.3905, -0.4187],
  "lumo_energy_ha": [-0.080, -0.174],
  "species": ["Ir", "C", "C", "C", "C", "N", "N", "B", "N", "C", "C", "C", "C", "N", "N", "C", "C", "C", "C", "N", "N", "C", "C", "C", "C", "N", "H", "H", "H", "H", "H", "H", "H", "H", "H", "H", "H", "H", "H", "H", "H", "H", "H", "H", "H", "H", "C", "C", "N", "N", "C", "S", "N", "N", "H", "H", "H", "H", "H", "H", "C", "C", "C", "C", "H", "H", "H", "H", "H", "H", "H", "H", "H", "Te"],
  "coordinates": [[-0.4853, -0.1342, -0.1105], [-0.9365, -2.0531, 2.9443], [-0.9318, -0.5614, 3.0255], [-1.1507, 0.2057, 4.1679], [-1.0206, 1.5180, 3.7658], [-0.7483, 1.5328, 2.4559], [-0.6849, 0.2581, 1.9882], [-0.3115, 2.6682, 1.5010], [1.0981, 2.2471, 0.9411], [2.3028, 2.7582, 1.2210], [3.2423, 2.1436, 0.4156], [2.5182, 1.2314, -0.3533], [3.0383, 0.3368, -1.4289], [1.2249, 1.2885, -0.0115], [-1.2998, 2.7952, 0.3149], [-1.9602, 3.9045, -0.0579], [-2.4895, 3.6954, -1.3100], [-2.0923, 2.4023, -1.6667], [-2.3440, 1.7125, -2.9626], [-1.3928, 1.8644, -0.6654], [-0.2109, 4.0183, 2.1724], [0.3930, 5.1367, 1.6854], [-0.0825, 6.2131, 2.3811], [-1.0236, 5.6702, 3.2857], [-1.8671, 6.3907, 4.2859], [-1.1065, 4.3608, 3.1408], [-1.4700, -2.4561, 3.8032], [0.0719, -2.4696, 2.9783], [-1.4066, -2.4249, 2.0409], [-1.3745, -0.1551, 5.1564], [-1.1167, 2.4440, 4.3035], [2.4195, 3.5243, 1.9675], [4.2992, 2.3417, 0.3740], [4.1250, 0.2856, -1.3811], [2.7668, 0.7219, -2.4132], [2.6424, -0.6776, -1.3513], [-2.0041, 4.7671, 0.5859], [-3.0754, 4.3808, -1.8969], [-3.3289, 1.9743, -3.3462], [-2.2949, 0.6326, -2.8571], [-1.6042, 2.0183, -3.7045], [1.0929, 5.0950, 0.8675], [0.2035, 7.2446, 2.2671], [-1.4239, 7.3505, 4.5447], [-1.9758, 5.8000, 5.1937], [-2.8651, 6.5783, 3.8877], [4.5873, -1.6918, 2.1637], [3.7201, -2.6359, 1.4220], [4.0278, -3.8395, 1.0682], [2.9268, -4.2919, 0.4024], [1.9271, -3.4065, 0.3281], [0.4173, -3.6280, -0.3663], [2.4431, -2.3226, 0.9876], [1.7612, -1.1248, 1.1701], [5.4815, -2.2191, 2.4840], [4.0760, -1.2935, 3.0406], [4.8852, -0.8539, 1.5305], [2.9046, -5.2267, 0.0297], [1.4603, -1.0311, 2.1344], [2.3668, -0.3454, 0.9346], [-4.3958, -0.0307, -0.8656], [-3.3895, -1.1569, -1.0811], [-4.1099, -2.5075, -1.0448], [-2.2971, -1.1451, -0.0067], [-5.1185, 0.0078, -1.6819], [-3.9211, 0.9460, -0.7783], [-4.9509, -0.2100, 0.0585], [-2.9425, -1.0596, -2.0760], [-4.5377, -2.6832, -0.0548], [-3.4290, -3.3309, -1.2697], [-4.9248, -2.5333, -1.7697], [-1.9120, -2.1675, 0.1062], [-2.7427, -0.8473, 0.9455], [-0.0467, -1.2411, -2.3796]],
  "mulliken_charge": [2.111, -1.012, 0.651, -1.570, -0.012, 0.503, -0.930, 0.228, 1.327, -0.051, -1.593, 0.205, -1.099, -0.847, 0.965, -0.178, -1.444, 0.289, -0.963, -0.443, 0.382, -0.368, -1.164, 0.761, -1.301, -1.147, 0.385, 0.168, 0.154, 0.571, 0.630, 0.827, 0.544, 0.395, 0.256, 0.052, 0.431, 0.513, 0.377, -0.115, 0.267, 0.606, 0.444, 0.381, 0.344, 0.252, -1.199, 0.940, -0.788, 0.217, 0.105, -0.340, -0.010, 0.233, 0.377, 0.317, 0.235, 0.192, 0.208, -0.201, -1.560, 1.647, -1.771, -1.516, 0.408, 0.210, 0.439, -0.237, 0.375, 0.377, 0.431, 0.406, 0.612, 0.110]
}